1.
78
Properties=species:S:1:pos:R:3:forces:R:3:mulliken_spin:R:1 method="wB97M-V/def2-TZVPD" lumo_energy_ev="-2.0 / -2.0" total_charge=+1 spin_multiplicity=2 total_energy_ev=-90734.563 mol_weight_g_mol=537.807 homo_lumo_gap_ev="7.602 / 8.540"
O -0.361 -0.996 -2.139 -0.16 -0.43 -0.73 0.008
O 0.856 0.868 -3.329 0.01 -0.02 0.22 -0.005
C 0.337 -2.332 -2.395 -0.40 0.89 0.28 0.001
C -0.455 -3.415 -1.721 -0.19 -0.37 -0.09 0.001
H 1.334 -2.197 -1.961 -0.27 0.08 -0.10 -0.001
H 0.389 -2.441 -3.480 0.12 -0.04 0.17 0.000
H -0.608 -3.235 -0.651 0.09 0.09 -0.25 -0.001
H 0.099 -4.352 -1.825 -0.01 0.07 0.02 0.000
H -1.427 -3.577 -2.207 0.25 0.05 0.17 0.000
C -1.745 -0.863 -2.780 0.80 -0.07 0.53 -0.001
C -1.749 -1.072 -4.270 -0.02 -0.07 -0.25 0.000
H -2.061 0.139 -2.485 0.10 -0.12 0.04 0.001
H -2.334 -1.609 -2.244 0.02 0.26 -0.08 0.000
H -1.072 -0.397 -4.811 -0.14 -0.19 0.28 0.000
H -2.769 -0.865 -4.618 0.18 -0.05 0.06 0.000
H -1.527 -2.112 -4.532 -0.03 0.20 -0.02 0.000
C 0.396 2.235 -3.168 0.34 -0.13 0.11 0.000
C 2.161 0.679 -3.932 -0.13 0.22 0.23 0.000
C -0.598 2.616 -4.237 -0.10 0.07 -0.19 0.001
H 1.274 2.896 -3.184 -0.20 -0.15 0.07 0.000
H -0.054 2.285 -2.168 0.10 0.04 -0.16 0.005
H -0.142 2.589 -5.233 -0.16 -0.03 0.20 0.000
H -0.950 3.633 -4.056 0.01 -0.03 -0.01 0.000
H -1.471 1.955 -4.222 0.13 0.08 -0.04 0.000
C 2.135 0.856 -5.432 0.03 0.01 -0.22 0.000
H 2.467 -0.334 -3.648 -0.05 0.18 -0.04 0.000
H 2.852 1.398 -3.470 -0.07 -0.26 0.00 0.000
H 1.342 0.264 -5.903 0.10 0.12 0.15 0.000
H 3.086 0.512 -5.842 -0.01 0.06 0.00 0.000
H 2.017 1.908 -5.714 -0.03 -0.21 0.04 0.000
H 0.253 -0.197 -2.443 -0.36 -0.34 -0.45 0.000
Ti -0.062 0.416 1.622 1.32 -0.12 -0.57 0.923
C 1.415 -0.032 0.256 0.14 -0.27 0.06 0.057
Si 3.156 0.495 0.690 0.31 -0.07 -0.84 0.002
H 1.303 -1.136 0.174 0.15 0.37 0.09 -0.002
H 1.045 0.407 -0.688 0.33 0.12 0.24 -0.037
C 4.279 -0.574 -0.383 0.24 -0.11 0.04 -0.003
C 3.706 0.321 2.468 0.03 -0.14 0.29 0.003
C 3.408 2.281 0.179 0.00 0.16 -0.02 0.005
C -1.525 -0.884 1.318 -0.99 -1.17 0.07 0.025
Si -3.063 0.152 1.197 -0.40 -1.10 0.06 -0.021
H -1.545 -1.653 2.116 -0.23 0.32 -0.32 0.000
H -1.255 -1.380 0.362 -0.23 0.27 0.29 -0.035
C -4.279 -0.746 0.080 -0.28 0.10 -0.09 -0.001
C -2.673 1.817 0.439 -0.17 0.48 -0.53 0.012
C -3.901 0.374 2.851 0.09 -0.02 0.14 0.003
H 2.864 2.501 -0.750 0.10 0.02 0.12 -0.002
H 4.475 2.480 0.001 -0.25 0.00 0.07 0.000
H 3.053 2.972 0.954 0.06 -0.07 -0.19 0.000
H 4.032 -1.636 -0.247 0.09 0.14 -0.03 0.000
H 5.341 -0.443 -0.140 -0.15 -0.04 -0.07 0.000
H 4.152 -0.333 -1.448 -0.02 -0.03 0.16 0.000
H 3.343 -0.601 2.939 0.06 0.14 -0.02 -0.001
H 3.385 1.172 3.083 -0.02 -0.19 -0.10 0.001
H 4.810 0.292 2.502 -0.39 0.03 -0.05 0.000
H -3.270 1.882 -0.485 0.13 0.17 0.16 0.002
H -1.624 2.022 0.166 -0.38 -0.03 0.08 0.008
H -3.011 2.617 1.112 0.22 -0.08 -0.23 0.003
H -4.816 0.971 2.728 0.21 -0.10 0.09 0.000
H -3.248 0.878 3.577 -0.17 -0.06 -0.07 0.000
H -4.184 -0.606 3.264 0.06 0.26 -0.06 0.000
H -5.296 -0.376 0.267 0.12 -0.12 -0.18 0.000
H -4.263 -1.824 0.287 -0.04 0.20 0.00 0.000
H -4.058 -0.600 -0.985 -0.08 -0.02 0.15 0.000
S 0.013 2.669 2.407 0.13 0.45 0.81 -0.025
C 0.036 1.646 3.804 -0.12 -2.01 -0.38 0.036
N 0.179 0.278 3.637 0.21 2.36 1.14 0.010
C 0.030 -0.409 4.849 -0.28 0.34 -0.59 -0.012
C 0.034 -1.800 4.995 0.00 0.32 0.27 0.013
C -0.269 -2.321 6.252 0.13 0.05 -0.23 0.001
C -0.568 -1.479 7.333 0.01 0.53 -0.07 0.002
C -0.585 -0.086 7.172 0.16 -0.32 0.03 -0.002
C -0.271 0.438 5.921 -0.21 -0.10 0.22 -0.001
S -0.333 2.130 5.408 0.19 -0.68 0.17 0.016
H 0.267 -2.412 4.122 -0.11 0.01 0.35 0.012
H -0.277 -3.400 6.400 0.01 0.26 -0.04 0.000
H -0.792 -1.909 8.309 0.03 0.13 -0.30 0.000
H -0.834 0.594 7.983 0.03 -0.30 -0.02 -0.001

2.
81
Properties=species:S:1:pos:R:3:forces:R:3:lowdin_charge:R:1 method="wB97M-V/def2-TZVPD" lumo_energy_ev=2.8 total_charge=-1 total_energy_ev=-120589.761 mol_weight_g_mol=577.592 homo_lumo_gap_ev=6.838
C 1.510 2.020 3.527 0.52 -0.78 -0.43 -0.106
C 1.680 0.702 4.369 0.21 0.87 0.21 -0.232
C 0.532 0.454 5.400 0.64 -0.58 0.05 -0.204
C -0.426 -0.731 5.055 -0.83 0.37 0.46 -0.196
C -1.931 -0.302 4.889 0.34 -0.54 0.13 -0.199
C -2.771 -1.295 3.991 -0.39 0.85 1.04 -0.196
C -3.570 -0.594 2.843 -0.71 -0.73 -0.46 -0.204
C -3.399 -1.260 1.416 0.68 1.11 0.51 -0.190
C -2.493 -0.354 0.477 -0.66 -1.02 1.00 -0.258
C -1.708 -1.225 -0.538 -1.20 0.23 -0.63 -0.289
As -0.039 -0.418 -1.385 -1.84 -0.58 0.58 0.886
F -1.032 -0.241 -2.951 0.53 -0.22 -0.32 -0.411
C 0.512 -2.241 -2.096 0.81 0.14 -0.20 -0.286
C 1.295 -2.398 -3.418 -0.29 -0.91 -0.58 -0.279
C 0.629 -2.041 -4.768 1.16 0.37 -1.47 -0.173
C 1.750 -2.156 -5.876 -0.31 0.05 1.19 -0.159
O 2.548 -0.934 -5.954 0.11 -0.76 0.37 -0.078
C 3.877 -1.221 -5.995 0.64 0.02 1.40 -0.548
C 4.669 -1.515 -4.695 -0.57 0.08 0.35 0.004
O 4.495 -1.214 -7.005 0.43 0.17 -1.78 0.120
C -0.668 1.516 -0.999 0.59 0.83 -0.88 -0.320
O -1.858 1.794 -1.740 0.39 0.45 0.58 -0.168
C -1.929 3.089 -2.230 -1.65 -0.08 -0.50 -0.259
O -2.429 3.992 -1.227 1.19 0.35 -0.62 -0.123
C -1.389 4.710 -0.557 -0.70 0.25 0.79 -0.187
C -1.682 4.600 0.984 0.08 -1.00 -0.92 -0.213
O -0.487 4.393 1.739 -0.13 0.49 -0.03 -0.095
C 1.095 -0.524 0.271 -0.25 -1.13 2.62 -0.284
C 0.524 -1.435 1.443 1.37 -2.10 -2.42 -0.320
C 0.646 -2.987 1.225 1.54 2.33 2.47 -0.044
O 1.511 -2.173 2.189 -1.96 0.68 0.37 -0.161
P 1.876 0.673 -2.354 0.27 0.77 -0.31 0.212
S 1.549 1.601 -4.050 0.23 0.30 -0.49 0.037
H 2.167 2.837 3.885 -0.65 -0.30 0.05 0.069
H 1.883 1.789 2.506 -0.35 0.34 0.39 0.051
H 0.457 2.347 3.454 0.55 -0.05 0.09 0.061
H 1.853 -0.141 3.676 -0.38 0.18 0.49 0.083
H 2.619 0.808 4.952 -0.37 -0.11 -0.39 0.095
H -0.001 1.412 5.574 0.03 -0.58 -0.17 0.103
H 1.013 0.201 6.369 -0.28 0.24 -0.47 0.095
H -0.416 -1.431 5.918 0.11 0.20 -0.59 0.104
H -0.101 -1.323 4.182 0.11 0.48 0.26 0.077
H -2.026 0.743 4.535 0.19 -0.55 -0.10 0.095
H -2.346 -0.295 5.921 0.04 0.12 -0.62 0.100
H -2.147 -2.147 3.659 -0.19 0.55 -0.12 0.095
H -3.522 -1.727 4.687 0.41 -0.07 -0.53 0.096
H -4.650 -0.669 3.097 0.59 0.14 -0.02 0.094
H -3.367 0.496 2.794 0.14 -0.61 0.00 0.096
H -4.403 -1.407 0.974 0.64 -0.22 0.06 0.101
H -2.864 -2.220 1.556 -0.58 0.27 -0.17 0.087
H -3.171 0.368 -0.018 0.62 -0.25 0.02 0.110
H -1.879 0.235 1.187 0.08 -0.28 -0.55 0.077
H -2.425 -1.368 -1.379 0.68 0.15 0.21 0.079
H -1.542 -2.271 -0.200 0.19 0.76 0.29 0.054
H 1.192 -2.645 -1.316 -0.71 -0.02 -0.30 0.047
H -0.421 -2.832 -2.173 0.49 0.26 0.21 0.077
H 1.489 -3.501 -3.500 -0.07 0.59 0.07 0.111
H 2.327 -1.993 -3.438 -0.73 0.29 0.44 0.057
H 0.250 -1.010 -4.871 -0.03 -0.42 0.54 0.078
H -0.154 -2.748 -5.103 0.16 0.28 0.60 0.113
H 1.331 -2.348 -6.878 0.31 -0.04 0.40 0.123
H 2.452 -2.944 -5.531 -0.54 -0.06 -0.66 0.112
H 5.749 -1.593 -4.898 -0.59 0.07 -0.28 0.080
H 4.526 -0.695 -3.964 -0.19 -0.53 -0.29 0.064
H 4.348 -2.483 -4.260 0.03 0.62 -0.04 0.077
H -0.729 1.731 0.090 -0.41 -0.27 -0.36 0.071
H 0.076 2.247 -1.398 -0.04 -0.71 0.30 0.028
H -2.718 3.079 -3.012 0.39 -0.12 0.47 0.139
H -1.007 3.456 -2.724 -0.05 -0.26 0.64 0.128
H -1.397 5.781 -0.857 0.02 -0.55 -0.01 0.120
H -0.400 4.290 -0.816 -0.34 0.17 0.32 0.109
H -2.328 3.708 1.115 0.12 0.45 -0.19 0.116
H -2.260 5.473 1.332 0.68 -0.24 0.17 0.115
H -0.018 3.661 1.310 -0.14 0.18 0.17 0.060
H 2.058 -1.019 0.024 -0.35 0.58 0.09 0.071
H 1.260 0.436 0.795 0.21 -0.09 -0.72 0.047
H -0.367 -1.076 2.004 0.73 -0.41 -0.35 0.113
H 1.534 -3.403 0.739 -1.39 -0.25 -1.25 0.102
H -0.069 -3.640 1.750 0.42 0.21 -0.37 0.094
H 2.212 1.694 -1.399 0.23 -0.69 0.03 -0.066
H 3.044 -0.151 -2.331 -0.04 0.27 0.14 -0.083